No. 1
{"formula": "C13H18N2O5", "method": "wB97M-V/def2-TZVPD", "symbols": ["C", "O", "C", "O", "C", "C", "N", "C", "O", "N", "C", "C", "C", "C", "O", "C", "C", "O", "C", "C", "H", "H", "H", "H", "H", "H", "H", "H", "H", "H", "H", "H", "H", "H", "H", "H", "H", "H"], "coordinates": [[6.62263, 0.96011, 1.29400], [5.72828, -0.00933, 0.75879], [4.61355, 0.45716, 0.20727], [4.32381, 1.62491, 0.13869], [3.74970, -0.65989, -0.36243], [4.44545, -1.27522, -1.58167], [2.45828, -0.11656, -0.71253], [1.31874, -0.63802, -0.14989], [1.31848, -1.68742, 0.45485], [0.21040, 0.13429, -0.40191], [-1.11931, -0.12192, -0.06583], [-1.52268, -1.24617, 0.64725], [-2.86328, -1.43622, 0.91615], [-3.82822, -0.52517, 0.50763], [-5.15419, -0.78889, 0.80519], [-5.97360, -1.00928, -0.32782], [-3.42017, 0.63438, -0.16509], [-4.29588, 1.60438, -0.60574], [-5.08805, 2.21144, 0.39980], [-2.07534, 0.81221, -0.45339], [6.95296, 1.64374, 0.50970], [7.46461, 0.40506, 1.69828], [6.12954, 1.53630, 2.07889], [3.59353, -1.43310, 0.39862], [3.82443, -2.07021, -1.98421], [4.59456, -0.52093, -2.35125], [5.40788, -1.68546, -1.29053], [2.48271, 0.85880, -0.97740], [0.35390, 0.98605, -0.92530], [-0.79005, -1.96623, 0.96829], [-3.19057, -2.31395, 1.45158], [-5.94634, -0.16648, -1.02374], [-5.66404, -1.91696, -0.85736], [-6.98558, -1.13808, 0.05275], [-5.78177, 2.86812, -0.12268], [-4.46090, 2.80498, 1.07396], [-5.64415, 1.47847, 0.98754], [-1.78932, 1.70506, -0.99046]], "forces_ev_per_a": [[0.12, 0.39, 0.08], [0.00, -0.39, -0.03], [-0.40, -0.08, -0.05], [0.13, 0.12, 0.02], [0.04, -0.12, -0.06], [-0.03, 0.00, 0.26], [0.27, 0.20, -0.08], [0.10, 0.27, -0.32], [-0.12, -0.35, 0.26], [0.14, 0.39, -0.18], [-0.37, -0.16, 0.20], [0.19, -0.10, 0.01], [-0.28, 0.27, -0.11], [-0.16, -0.06, -0.02], [0.44, 0.24, 0.15], [-0.16, -0.10, -0.23], [-0.06, 0.02, 0.06], [0.27, -0.48, -0.13], [-0.15, 0.19, 0.26], [-0.08, -0.05, 0.02], [0.00, -0.05, 0.08], [-0.05, 0.01, -0.03], [0.06, -0.05, -0.05], [0.06, 0.19, -0.10], [-0.04, -0.05, -0.03], [0.02, 0.06, -0.09], [0.12, -0.06, -0.05], [-0.07, -0.07, 0.11], [0.04, -0.19, 0.08], [0.00, -0.02, 0.01], [-0.06, -0.09, 0.05], [0.00, -0.02, 0.05], [-0.02, 0.04, 0.04], [0.01, -0.02, -0.07], [0.02, 0.01, 0.07], [-0.03, -0.02, -0.05], [0.03, 0.02, -0.06], [0.01, 0.13, -0.06]], "lowdin_charge": [-0.038, -0.023, -0.467, 0.118, -0.267, -0.019, 0.098, -0.516, 0.072, 0.135, -0.220, -0.007, 0.013, -0.230, -0.120, -0.073, -0.220, -0.104, -0.067, 0.057, 0.099, 0.094, 0.099, 0.155, 0.085, 0.087, 0.080, 0.135, 0.143, 0.099, 0.123, 0.088, 0.097, 0.093, 0.093, 0.098, 0.086, 0.125], "total_energy_ev": -26990.944, "relative_energy_ev": 1.2805, "lumo_ev": 0.67, "homo_lumo_gap_ev": 8.719, "smiles": "COC(=O)[C@H](C)NC(=O)Nc1ccc(OC)c(OC)c1"}

---

No. 2
{"formula": "C13H18N4O2S", "method": "wB97M-V/def2-TZVPD", "symbols": ["C", "C", "N", "C", "C", "N", "C", "S", "N", "C", "C", "C", "C", "N", "O", "O", "C", "C", "C", "C", "H", "H", "H", "H", "H", "H", "H", "H", "H", "H", "H", "H", "H", "H", "H", "H", "H", "H"], "coordinates": [[-3.67857, -3.27154, -2.79347], [-3.02545, -1.91012, -2.58757], [-1.72259, -2.02333, -1.95080], [-0.93327, -0.81731, -2.09238], [0.48612, -1.05719, -1.56232], [0.42261, -1.45188, -0.17067], [0.66084, -0.62238, 0.87105], [0.04541, -0.89089, 2.37984], [1.55170, 0.39962, 0.61127], [1.80805, 1.54512, 1.33695], [3.03470, 2.18837, 1.12127], [3.34014, 3.35619, 1.77796], [2.41383, 3.90766, 2.65947], [2.72594, 5.12642, 3.34167], [1.89810, 5.57655, 4.10868], [3.80109, 5.64548, 3.11048], [1.18478, 3.28910, 2.86987], [0.88060, 2.11940, 2.21180], [-0.39883, -2.63252, -0.00698], [-1.80535, -2.38469, -0.54639], [-4.01125, -3.70394, -1.85407], [-4.54441, -3.16510, -3.44160], [-2.97097, -3.95092, -3.26047], [-2.86613, -1.44980, -3.56628], [-3.70015, -1.25284, -2.01188], [-1.37754, 0.03510, -1.54367], [-0.87564, -0.55337, -3.15081], [0.94618, -1.87244, -2.12896], [1.07101, -0.14819, -1.69885], [2.24373, 0.20061, -0.10061], [3.74880, 1.75509, 0.43531], [4.28482, 3.85503, 1.62625], [0.47869, 3.74229, 3.54828], [-0.07164, 1.64461, 2.37431], [0.06760, -3.44387, -0.57280], [-0.43727, -2.89431, 1.05007], [-2.28773, -1.59083, 0.05133], [-2.38794, -3.29917, -0.44528]], "forces_ev_per_a": [[0.05, 0.27, 0.05], [-0.04, -0.15, -0.08], [0.02, 0.09, -0.07], [0.24, -0.03, -0.03], [-0.14, 0.29, -0.46], [0.20, 0.23, 0.05], [0.14, -0.19, 0.35], [-0.22, -0.04, 0.45], [0.11, -0.52, -0.82], [0.08, 0.62, 0.41], [-0.28, -0.22, 0.05], [-0.10, 0.36, 0.27], [-0.26, -1.18, -0.67], [0.16, 0.59, 0.31], [-0.10, 0.11, 0.14], [0.16, 0.13, 0.01], [0.32, 0.33, 0.04], [0.02, -0.06, -0.14], [-0.38, -0.36, 0.23], [0.25, -0.13, 0.06], [-0.07, -0.09, 0.06], [-0.13, -0.05, -0.03], [0.05, -0.09, -0.06], [-0.03, 0.05, 0.07], [0.05, 0.04, -0.07], [0.03, -0.02, -0.05], [-0.01, 0.03, 0.03], [0.01, 0.10, -0.02], [-0.02, -0.11, 0.03], [-0.21, 0.04, 0.08], [0.09, -0.04, -0.05], [0.02, 0.00, -0.02], [-0.03, 0.00, 0.01], [0.01, 0.04, 0.00], [-0.03, 0.02, 0.00], [0.05, 0.00, -0.20], [0.00, -0.05, -0.01], [-0.01, 0.00, 0.06]], "lowdin_charge": [-0.088, -0.262, -0.188, -0.174, -0.127, -0.124, -0.769, 0.726, 0.056, -0.244, -0.008, 0.006, -0.164, -0.368, 0.076, 0.071, 0.019, -0.041, -0.175, -0.165, 0.061, 0.071, 0.077, 0.113, 0.122, 0.135, 0.123, 0.131, 0.114, 0.139, 0.114, 0.120, 0.122, 0.058, 0.131, 0.064, 0.130, 0.117], "total_energy_ev": -34661.252, "relative_energy_ev": 4.0769, "lumo_ev": -0.37, "homo_lumo_gap_ev": 8.087, "smiles": "CCN1CCN(C(=S)Nc2ccc([N+](=O)[O-])cc2)CC1"}

---

No. 3
{"formula": "C13H18NO7", "method": "wB97M-V/def2-TZVPD", "symbols": ["C", "C", "O", "C", "O", "O", "C", "O", "C", "C", "C", "N", "C", "C", "H", "H", "H", "H", "H", "H", "H", "H", "H", "H", "H", "H", "C", "C", "C", "O", "C", "O", "O", "H", "H", "H", "H", "H", "H"], "coordinates": [[-1.44275, -0.85476, -3.49013], [-1.10409, 0.60486, -3.02420], [-0.18720, 1.18940, -3.96821], [-0.38970, 0.65968, -1.61178], [0.55946, -0.40504, -1.43196], [1.14116, -0.31588, -0.17537], [2.26676, 0.54659, -0.29031], [3.26359, 0.11701, -0.76740], [2.14663, 1.98566, 0.26155], [3.02353, 3.06079, -0.18133], [2.84485, 4.35916, 0.42291], [1.87357, 4.53087, 1.37115], [1.01530, 3.56348, 1.81654], [1.10394, 2.23025, 1.26889], [-2.27297, -1.22684, -2.82890], [-0.51887, -1.47896, -3.42557], [-1.79473, -0.87582, -4.55551], [-2.01233, 1.25027, -2.92078], [0.38134, 0.47799, -4.30864], [-1.12611, 0.58933, -0.75661], [0.05741, 1.69129, -1.54111], [3.81408, 2.86858, -0.93692], [3.49923, 5.21816, 0.14936], [1.78621, 5.46134, 1.79254], [0.26671, 3.79397, 2.60183], [0.41300, 1.42624, 1.60283], [-0.29905, -4.24148, 2.43979], [-1.23902, -3.44680, 1.56323], [-1.23841, -1.97072, 1.85049], [-2.54700, -1.58024, 1.43998], [-3.34710, -2.67904, 1.58230], [-4.53157, -2.65967, 1.51295], [-2.60246, -3.79539, 1.81735], [-0.57370, -4.15011, 3.49286], [-0.35774, -5.30276, 2.19236], [0.73319, -3.91070, 2.31184], [-1.02941, -3.64838, 0.50749], [-0.47865, -1.43449, 1.28107], [-1.12283, -1.73372, 2.91297]], "forces_ev_per_a": [[-0.50, 0.58, 0.42], [1.20, -1.01, 0.11], [-0.38, -0.14, 0.27], [-1.58, 0.76, 0.77], [-0.56, 0.18, -2.10], [0.68, 1.66, 1.77], [0.20, -0.57, -0.41], [0.06, 0.72, 0.12], [-1.16, 1.08, 1.11], [-1.38, 0.04, 1.52], [0.11, -2.01, -0.68], [0.03, -0.36, -0.12], [0.37, -2.12, -0.98], [1.60, 1.85, -0.78], [0.95, -0.07, -0.67], [-0.86, 0.31, 0.14], [0.25, 0.26, 1.04], [0.82, -0.46, -0.35], [-0.32, 0.33, 0.13], [0.46, -0.07, -0.92], [0.04, -1.01, -0.19], [-0.72, 0.24, 0.68], [-0.83, -0.72, 0.41], [0.04, -0.40, -0.22], [0.77, 0.17, -0.71], [0.68, 0.77, -0.34], [-0.22, -0.38, 0.12], [0.75, -0.48, 0.39], [0.26, 0.41, -0.16], [-0.10, -0.18, 0.03], [-0.61, -0.27, 0.03], [0.31, 0.09, -0.01], [-0.18, 0.63, -0.19], [0.00, 0.14, -0.06], [0.08, 0.08, -0.05], [-0.06, 0.02, -0.07], [-0.04, 0.12, 0.00], [-0.18, 0.02, -0.07], [0.03, -0.21, 0.02]], "lowdin_charge": [-0.036, -0.357, -0.055, -0.133, -0.083, -0.047, -0.354, 0.227, -0.030, 0.083, 0.021, 0.083, 0.020, 0.075, 0.097, 0.087, 0.098, 0.155, 0.098, 0.140, 0.126, 0.147, 0.159, 0.187, 0.156, 0.138, -0.018, -0.338, -0.114, 0.049, -0.544, 0.179, 0.094, 0.094, 0.091, 0.090, 0.162, 0.112, 0.141], "total_energy_ev": -29584.761, "relative_energy_ev": 1.1599, "charge": 1, "lumo_ev": -5.77, "homo_lumo_gap_ev": 7.060}

---

No. 4
{"formula": "C13H18Si", "method": "wB97M-V/def2-TZVPD", "symbols": ["C", "C", "C", "C", "C", "C", "C", "C", "C", "C", "C", "C", "C", "Si", "H", "H", "H", "H", "H", "H", "H", "H", "H", "H", "H", "H", "H", "H", "H", "H", "H", "H"], "coordinates": [[2.69324, 2.93017, -1.23205], [2.45950, 1.88390, -0.68332], [-2.66661, 2.78312, 1.94891], [-1.82894, 3.03626, 0.87241], [-2.66167, 1.53527, 2.54797], [-0.99908, 2.04209, 0.39245], [-1.82569, 0.54247, 2.07153], [-0.98992, 0.77704, 0.98095], [3.11524, 4.16092, -1.90245], [1.01234, -3.08484, 1.49704], [0.60956, -1.89733, -2.17941], [1.15412, -1.56798, 1.61328], [-0.49803, -1.48547, -1.21115], [0.14559, -0.56984, 0.33076], [-3.31679, 3.56136, 2.32159], [-1.82059, 4.01370, 0.41501], [-3.31244, 1.33973, 3.38833], [-0.32692, 2.24317, -0.42860], [-1.82864, -0.43026, 2.54631], [2.30578, 4.89337, -1.87235], [3.99102, 4.58565, -1.40834], [3.36464, 3.95508, -2.94529], [1.59696, -3.57496, 2.27445], [-0.02400, -3.40212, 1.60296], [1.38070, -3.43682, 0.53495], [1.27807, -2.62603, -1.72468], [0.18430, -2.33834, -3.07892], [1.19914, -1.03280, -2.47404], [2.21140, -1.30976, 1.52405], [0.84874, -1.25320, 2.61466], [-1.05970, -2.37459, -0.90866], [-1.20337, -0.83651, -1.73617]], "forces_ev_per_a": [[0.45, 1.09, -0.65], [-1.67, -2.63, 1.07], [0.07, 0.04, -0.07], [-0.15, 0.04, 0.09], [-0.18, 0.02, 0.11], [0.13, -0.10, -0.25], [0.14, -0.34, -0.01], [0.54, -0.20, -0.20], [-0.14, -0.11, 0.10], [-0.09, -0.03, -0.20], [0.15, -0.01, -0.06], [-0.22, 0.29, -0.43], [0.51, 0.54, 0.17], [0.26, 0.53, 0.15], [-0.04, 0.04, 0.05], [0.03, 0.08, -0.07], [-0.01, -0.05, 0.05], [0.16, 0.11, -0.07], [-0.03, -0.06, 0.14], [0.12, 0.12, -0.09], [-0.02, 0.08, -0.08], [0.02, 0.14, 0.00], [-0.01, -0.02, 0.01], [-0.04, -0.10, 0.00], [-0.02, -0.10, -0.03], [0.10, -0.04, -0.05], [0.00, -0.07, -0.02], [0.11, 0.03, -0.04], [-0.07, 0.27, -0.10], [-0.07, 0.26, -0.10], [-0.03, 0.08, 0.34], [-0.01, 0.12, 0.24]], "lowdin_charge": [-0.400, -0.119, -0.076, -0.069, -0.088, -0.100, -0.111, -0.294, -0.181, -0.164, -0.165, -0.308, -0.311, 1.022, 0.105, 0.108, 0.104, 0.072, 0.098, 0.057, 0.062, 0.060, 0.074, 0.068, 0.059, 0.058, 0.072, 0.065, 0.075, 0.072, 0.077, 0.075], "total_energy_ev": -21645.507, "relative_energy_ev": 4.7469, "lumo_ev": [-1.11, -1.11], "homo_lumo_gap_ev": [6.524, 6.522]}